# 1
Density functional theory data (ωB97M-V/def2-TZVPD) for a structure of composition C3Cl3O.

## Properties
Frontier orbital gap, eV: 7.52
Energy relative to the best compared isomer or geometry (same formula, charge and spin), kJ/mol: 0.00
E_HOMO, eV: -14.73
E, a.u.: -1569.7257
Strongest force on any atom, hartree/bohr: 0.0812
Net charge: +1
Lowest unoccupied orbital energy, eV: -7.210

Last column: natural (NBO) charge in e.
Geometry (Å):
C 0.03233 0.81272 0.07698  -0.248
C 0.94609 -0.27739 0.07227  0.417
C -0.97266 -0.16186 0.07984  0.314
O 0.02049 -1.26177 0.10998  -0.436
Cl -0.00774 2.54199 -0.00810  0.164
Cl 2.51833 -0.49003 -0.07783  0.379
Cl -2.49453 -0.44378 -0.07702  0.410



# 2
Density functional theory data (ωB97M-V/def2-TZVPD) for a structure of composition C43H36BaN7O3S.

## Properties
Frontier orbital gap, eV: 6.96
Energy relative to the best compared isomer or geometry (same formula, charge and spin), kJ/mol: 90.28
E_HOMO, eV: -4.90
E, a.u.: -2693.0136
Strongest force on any atom, hartree/bohr: 0.0111
Net charge: -1
Lowest unoccupied orbital energy, eV: 2.066

Last column: Löwdin charge in e.
Geometry (Å):
Ba -0.33646 0.06560 -1.06928  1.764
C 2.38457 0.31327 3.44499  -0.068
O 0.97718 0.16478 3.16259  0.021
C 0.65325 1.24506 2.42920  -0.341
N 1.55602 2.07076 2.10064  0.194
C 2.82291 1.48928 2.54715  -0.242
C 3.77185 2.46526 3.18798  -0.175
C 3.47449 3.81739 3.29186  -0.030
C 4.38652 4.69216 3.86854  -0.089
C 5.60214 4.22495 4.34453  -0.108
C 5.90781 2.87454 4.23486  -0.092
C 4.99936 2.00236 3.65697  -0.036
C -0.73751 1.34554 1.92120  -0.253
C -1.11563 2.50116 1.23560  -0.023
C -2.37417 2.52984 0.65557  -0.037
C -3.20001 1.40907 0.77580  0.004
C -2.71896 0.30396 1.46440  -0.214
N -1.51112 0.27182 2.02817  0.174
C -3.51979 -0.94276 1.53733  -0.329
N -3.06080 -2.10241 1.71953  0.192
C -4.20702 -3.01876 1.69952  -0.243
C -5.41274 -2.10421 1.36525  -0.081
O -4.85706 -0.77269 1.36426  -0.014
C -4.04883 -4.16443 0.72810  -0.191
C -5.03553 -5.14869 0.68872  -0.062
C -4.94960 -6.19443 -0.21560  -0.103
C -3.87299 -6.26388 -1.09312  -0.098
C -2.89364 -5.28440 -1.05874  -0.072
C -2.97809 -4.23800 -0.14859  -0.041
H 2.88117 -0.62266 3.19994  0.120
H 2.50019 0.53941 4.50801  0.128
H 3.31315 1.10080 1.65257  0.118
H 2.53075 4.17565 2.90379  0.104
H 4.14629 5.74572 3.94103  0.097
H 6.31202 4.90949 4.79161  0.094
H 6.85994 2.50234 4.59174  0.098
H 5.25145 0.95271 3.54872  0.120
H -0.41127 3.31586 1.14044  0.121
H -2.69518 3.38049 0.07173  0.121
H -4.16700 1.37036 0.29622  0.127
H -4.30842 -3.43754 2.70592  0.147
H -6.20632 -2.13518 2.11006  0.121
H -5.82344 -2.31209 0.37645  0.123
H -5.87798 -5.09846 1.37210  0.109
H -5.72221 -6.95317 -0.23890  0.093
H -3.80862 -7.07616 -1.80656  0.095
H -2.06032 -5.30057 -1.74970  0.084
H -2.22438 -3.46351 -0.16107  0.055
N -0.28382 -2.19745 -4.60033  0.035
C -0.92407 -2.17977 -3.37933  -0.981
S -0.06138 -2.92053 -2.05065  0.381
N -2.06951 -1.55966 -3.37597  -0.045
N -2.83780 -1.71913 -2.24172  -0.021
C -3.80782 -0.89455 -2.13461  -0.126
C -4.07494 0.28422 -2.99862  -0.167
C -5.20634 0.37451 -3.79309  -0.064
C -5.43518 1.48512 -4.59703  -0.133
C -4.50758 2.52131 -4.58346  -0.124
C -3.38160 2.45992 -3.78067  -0.036
C -3.13162 1.34298 -2.96202  -0.415
O -2.10326 1.27527 -2.16079  -0.458
H 0.71939 -2.25634 -4.55244  0.058
H -0.66881 -1.55809 -5.27990  0.083
H -4.46733 -1.07387 -1.28608  0.098
H -5.91176 -0.45020 -3.79793  0.105
H -6.31377 1.53738 -5.22667  0.082
H -4.66754 3.39452 -5.20675  0.089
H -2.66073 3.26976 -3.76806  0.101
N 2.39423 -1.09694 0.26669  0.070
C 3.79004 -1.06252 0.17665  -0.278
C 4.58165 -2.10603 0.65245  -0.047
C 5.96248 -2.04682 0.56342  -0.115
C 6.56607 -0.93649 -0.00845  -0.114
C 5.77690 0.10953 -0.46638  -0.053
C 4.38614 0.09690 -0.37217  -0.137
C 3.58468 1.28923 -0.82522  -0.227
C 4.19954 2.54190 -0.66335  -0.069
C 3.57924 3.71340 -1.08522  -0.105
C 2.33270 3.63297 -1.68502  -0.121
C 1.71715 2.39421 -1.79685  -0.229
C 2.26807 1.19121 -1.34161  -0.229
H 2.11845 -0.42685 -0.47065  -0.071
H 2.00548 -2.02396 0.14583  0.067
H 4.09144 -2.97328 1.08072  0.107
H 6.56273 -2.87230 0.92640  0.093
H 7.64278 -0.88603 -0.10873  0.089
H 6.26091 0.95710 -0.93523  0.103
H 5.16314 2.61210 -0.16988  0.099
H 4.06042 4.67340 -0.94171  0.091
H 1.84152 4.52975 -2.04964  0.092
H 0.71379 2.40842 -2.23744  0.045



# 3
Density functional theory data (ωB97M-V/def2-TZVPD) for an isolated molecule of C3H4N2O2.

## Properties
Frontier orbital gap, eV: 9.06
Energy relative to the best compared isomer or geometry (same formula, charge and spin), kJ/mol: 377.48
E_HOMO, eV: -8.41
E, a.u.: -376.6200
Strongest force on any atom, hartree/bohr: 0.0133
Lowest unoccupied orbital energy, eV: 0.656

Last column: natural (NBO) charge in e.
Geometry (Å):
N 1.14136 -0.93337 0.12245  -0.695
C 0.87183 0.61064 0.24357  -0.119
C 0.02433 -0.21638 1.07891  0.246
O -1.27323 -0.26844 0.63719  -0.488
C -1.35795 0.54864 -0.51590  0.861
O -2.39299 0.78095 -1.07247  -0.580
N -0.07877 0.93826 -0.77636  -0.671
H 0.73230 -1.44177 -0.65220  0.395
H 2.12282 -1.15172 0.27215  0.420
H 0.11928 -0.52788 2.11571  0.211
H 0.09104 1.66108 -1.45305  0.420



# 4
Density functional theory data (ωB97M-V/def2-TZVPD) for a cluster of 2 separate species, CH4NOS in total.

## Properties
Frontier orbital gap, eV: 6.97
Energy relative to the best compared isomer or geometry (same formula, charge and spin), kJ/mol: 49.28
E_HOMO, eV: -2.89
E, a.u.: -568.7320
Strongest force on any atom, hartree/bohr: 0.0444
Net charge: -1
Lowest unoccupied orbital energy, eV: 4.076

Last column: natural (NBO) charge in e.
Geometry (Å):
S 1.85267 -0.03404 -1.99865  -1.079
H 2.60843 -1.00533 -2.46425  0.093
C -1.28325 -0.16333 0.58442  0.521
N -0.06404 0.26305 1.04855  -0.841
O -2.30889 0.00913 1.20970  -0.648
H -1.44185 -0.60957 -0.42561  0.149
H 0.00663 1.00724 1.71186  0.374
H 0.63030 0.53284 0.33398  0.430



# 5
Density functional theory data (ωB97M-V/def2-TZVPD) for a cluster of 7 separate species, C36H89N5 in total.

## Properties
Frontier orbital gap, eV: 8.54
Energy relative to the best compared isomer or geometry (same formula, charge and spin), kJ/mol: 686.88
E_HOMO, eV: -8.00
E, a.u.: -1697.9246
Strongest force on any atom, hartree/bohr: 0.2492
Lowest unoccupied orbital energy, eV: 0.540

Last column: Löwdin charge in e.
Geometry (Å):
C 63.65592 -121.79574 176.16393  -0.138
C 64.94525 -122.50726 175.90735  -0.290
N 66.09082 -121.59958 176.06825  -0.157
C 66.52917 -121.27495 177.44679  -0.240
C 67.09266 -122.46460 178.28569  -0.127
C 67.26307 -122.14212 175.14716  -0.183
C 66.91661 -121.94095 173.64268  -0.007
H 63.67430 -120.73304 175.66550  0.102
H 63.43119 -121.40452 177.19665  0.066
H 62.65317 -122.18606 175.82685  0.075
H 64.85294 -122.98701 174.82775  0.135
H 65.09118 -123.24955 176.68885  0.090
H 65.65903 -121.11728 178.21475  0.126
H 67.18926 -120.26916 177.51718  0.147
H 68.05585 -123.16527 178.01237  0.102
H 66.27442 -123.15850 178.31914  0.034
H 67.30126 -122.18515 179.30681  0.051
H 67.73723 -122.91340 175.48645  0.045
H 67.89343 -121.50435 175.43492  0.028
H 66.53043 -121.13580 173.71495  -0.048
H 66.10114 -122.78679 173.65052  0.101
H 67.87873 -121.93970 173.14029  0.086
C 70.95301 -123.15014 178.37531  -0.065
C 72.39939 -123.94262 178.37109  -0.230
N 72.11441 -125.27288 177.86055  -0.161
C 73.16877 -125.82356 176.95959  -0.211
C 74.51420 -126.00640 177.64450  -0.075
C 71.70156 -126.27602 178.89361  -0.242
C 70.53840 -127.07470 178.40769  -0.037
H 70.49279 -123.34150 179.44711  0.092
H 70.49769 -123.44640 177.45286  0.025
H 71.25776 -121.99674 178.35673  0.083
H 72.66413 -124.06839 179.45288  0.113
H 73.11303 -123.37909 177.96760  0.030
H 73.43058 -125.05859 176.08037  0.109
H 72.88557 -126.75177 176.48450  0.103
H 74.69233 -126.82790 178.04260  -0.032
H 74.86328 -125.15415 178.08524  0.038
H 75.49818 -126.15469 176.96492  0.135
H 71.60661 -125.85128 179.80974  0.076
H 72.48239 -126.85156 179.16773  0.071
H 70.61077 -127.35011 177.47821  -0.007
H 69.69561 -126.44403 178.57873  0.073
H 70.72482 -128.16412 178.91635  0.117
C 70.65542 -131.27863 178.76232  -0.117
C 72.00983 -131.72553 178.32507  -0.281
N 72.16299 -133.04936 177.65625  -0.158
C 73.38787 -133.24537 176.92199  -0.182
C 74.74581 -133.23428 177.78941  -0.055
C 71.72209 -134.11467 178.59839  -0.258
C 70.93512 -135.24087 177.86690  -0.084
H 70.15339 -131.55128 177.88321  0.071
H 70.53504 -130.15314 178.86828  0.073
H 70.35566 -131.68214 179.62028  0.019
H 72.64518 -131.47534 179.24090  0.124
H 72.14781 -130.78498 177.67730  0.131
H 73.44570 -132.70751 176.13332  0.050
H 73.36768 -134.20171 176.64940  0.059
H 74.82419 -133.99101 178.54828  0.044
H 75.01032 -132.34751 178.45787  0.080
H 75.56231 -133.27691 177.13724  0.033
H 71.20561 -133.78651 179.43100  0.074
H 72.61954 -134.46995 179.10754  0.103
H 70.17305 -134.97750 177.18665  0.019
H 70.47247 -135.90552 178.72256  0.074
H 71.88060 -136.26786 177.36104  0.175
C 71.09037 -123.98336 174.18910  -0.067
C 71.21674 -125.51988 174.01735  -0.187
N 70.75366 -125.95456 172.58772  -0.152
C 71.30756 -127.23878 172.08887  -0.194
C 70.81374 -128.43665 172.90139  -0.060
C 69.27740 -125.73279 172.40780  -0.271
C 69.03111 -125.20064 171.12092  -0.142
H 71.71599 -123.72029 175.12294  0.081
H 70.19402 -123.52177 174.17303  0.014
H 71.68749 -123.75671 173.39308  0.036
H 70.47465 -125.83299 174.78379  0.111
H 72.16342 -125.71820 174.26287  0.044
H 72.24189 -127.03779 172.20698  0.051
H 71.00114 -127.17321 171.12552  0.071
H 71.30702 -129.39971 172.73802  0.079
H 69.82243 -128.77154 172.61462  0.059
H 70.52681 -128.16323 173.83989  0.030
H 68.88781 -125.02520 173.23832  0.134
H 68.82636 -126.75955 172.43175  0.122
H 69.19261 -124.20311 170.71984  0.083
H 68.05154 -125.25497 170.72570  0.054
H 69.39779 -125.98349 170.37013  0.103
C 75.50021 -123.56671 173.84404  -0.055
C 74.58569 -122.67332 174.76366  -0.214
N 75.19890 -121.43540 175.39278  -0.231
C 74.26454 -120.40064 175.47816  -0.306
C 73.21379 -120.62095 176.64877  -0.084
C 76.09885 -121.67641 176.56073  -0.185
C 77.27378 -120.72421 176.49752  -0.051
H 76.51083 -123.84276 174.23890  0.087
H 75.77467 -122.91632 172.94515  0.102
H 75.20317 -124.32478 173.43418  -0.058
H 73.95808 -123.34518 175.44136  0.064
H 73.63639 -122.18434 174.10266  0.157
H 73.86906 -120.16429 174.46540  0.114
H 74.85795 -119.43182 175.84836  0.141
H 73.67903 -120.63198 177.65035  0.064
H 72.90835 -121.69746 176.34460  0.065
H 72.43815 -119.86056 176.46760  0.070
H 76.28353 -122.76212 176.23724  0.121
H 75.53838 -121.71736 177.50289  0.099
H 78.00844 -120.67553 177.22084  0.069
H 77.10529 -119.84110 176.67200  -0.026
H 77.60830 -120.72646 175.53606  0.066
C 72.69973 -123.69256 186.46975  -0.105
C 73.32593 -124.03456 185.02905  -0.197
C 72.35411 -125.09900 184.37129  -0.243
C 70.99422 -124.56421 183.99497  -0.207
C 70.13267 -125.65260 183.22951  -0.273
C 68.80117 -125.11458 182.76413  -0.141
H 73.67854 -123.39280 187.17450  0.117
H 72.11158 -124.66133 186.81933  0.096
H 71.89196 -122.94103 186.41911  0.043
H 74.17958 -124.57218 185.15102  0.060
H 73.46770 -123.28835 184.43247  0.034
H 72.35248 -126.11137 184.84061  0.124
H 72.78878 -125.47345 183.53811  0.058
H 71.20863 -123.71588 183.27635  0.125
H 70.56832 -123.94139 184.68682  0.068
H 70.03621 -126.41949 184.05697  0.122
H 70.51942 -126.26323 182.54545  0.041
H 68.38735 -125.80701 181.94777  0.078
H 68.85532 -124.02352 182.35332  0.090
H 68.07797 -125.14740 183.71539  0.108



# 6
Density functional theory data (ωB97M-V/def2-TZVPD) for a structure of composition C46H35F2N4P2ReS2.

## Properties
Frontier orbital gap (alpha / beta), eV: 6.46 / 6.54
Energy relative to the best compared isomer or geometry (same formula, charge and spin), kJ/mol: 216.97
E_HOMO (alpha / beta), eV: -9.37 / -10.03
E, a.u.: -3749.8903
Strongest force on any atom, hartree/bohr: 0.0498
2S+1: 4
Net charge: +1
Lowest unoccupied orbital energy (alpha / beta), eV: -2.908 / -3.493

Last column: Mulliken spin population.
Geometry (Å):
Re -0.03373 -1.26748 0.74030  2.250
S -2.66227 1.44009 0.66500  0.024
P -1.22907 1.54948 -0.69140  0.047
C 0.21111 0.57197 -0.30359  0.151
P 1.34347 1.39861 0.78128  0.080
S 1.51580 -0.01291 2.24387  0.004
C 2.93495 1.64314 -0.04946  0.011
C 4.07974 1.90124 0.70056  0.006
C 5.28603 2.10871 0.05250  0.002
C 5.34767 2.06284 -1.33418  0.001
C 4.20719 1.80885 -2.08170  0.007
C 2.99805 1.59373 -1.43732  0.026
C 0.98199 2.99011 1.56091  0.020
C 1.61669 4.15283 1.12879  -0.004
C 1.30983 5.35946 1.73508  0.000
C 0.37842 5.40471 2.76237  0.000
C -0.24526 4.24441 3.19799  -0.001
C 0.05285 3.03313 2.59758  0.001
C -1.75910 1.01152 -2.34928  0.000
C -0.88033 0.38152 -3.22393  0.011
C -1.27638 0.11484 -4.52724  0.002
C -2.54372 0.48165 -4.95858  0.001
C -3.42667 1.09924 -4.08170  0.000
C -3.03332 1.36772 -2.77988  0.001
C -0.84643 3.29394 -1.05453  0.003
C -1.51050 4.31256 -0.38372  0.004
C -1.27564 5.63524 -0.72905  0.000
C -0.38426 5.94044 -1.74729  0.000
C 0.27145 4.92332 -2.42589  0.002
C 0.03842 3.60114 -2.08680  0.008
H 4.01987 1.93710 1.78226  -0.003
H 6.18062 2.31074 0.62643  0.000
H 6.29378 2.22271 -1.83445  0.000
H 4.26016 1.77843 -3.16195  0.000
H 2.09534 1.37963 -1.99586  0.005
H 2.34408 4.10918 0.32987  0.001
H 1.79662 6.26634 1.40148  0.000
H 0.13814 6.35299 3.22594  0.000
H -0.96508 4.28963 4.00460  0.000
H -0.42636 2.12228 2.93230  -0.007
H 0.10668 0.09665 -2.87777  -0.011
H -0.59199 -0.37288 -5.20996  0.000
H -2.83943 0.29857 -5.98358  0.000
H -4.41827 1.37755 -4.41473  0.000
H -3.71071 1.85319 -2.08659  0.002
H -2.21415 4.07015 0.40111  0.000
H -1.79513 6.42775 -0.20624  0.000
H -0.21182 6.97248 -2.02495  0.000
H 0.95486 5.16098 -3.23124  0.000
H 0.52516 2.80304 -2.63446  -0.009
N -3.04255 -1.68123 1.85132  0.014
C -2.09475 -1.89444 2.83436  0.076
C -2.50656 -1.78376 4.16706  -0.007
C -1.62808 -2.11250 5.17268  0.017
C -0.34910 -2.56182 4.84387  -0.005
C -0.00059 -2.60096 3.51845  0.034
N -0.84149 -2.25046 2.52438  0.000
C -3.01839 -1.74250 0.46965  0.037
C -4.25255 -1.84062 -0.18053  -0.011
C -4.30009 -1.93929 -1.55012  0.011
C -3.10312 -1.97854 -2.26125  -0.010
C -1.92954 -1.87311 -1.56484  0.066
N -1.87320 -1.70823 -0.22793  0.027
H -3.94020 -1.41188 2.21754  -0.002
H -3.51003 -1.44319 4.38500  -0.001
H -1.93438 -2.03038 6.20641  0.001
H 0.35993 -2.85628 5.60259  0.000
H 0.98308 -2.92016 3.19569  0.000
H -5.16148 -1.83680 0.40599  0.000
H -5.25136 -1.99620 -2.06065  -0.001
H -3.08916 -2.06622 -3.33751  0.000
H -0.97054 -1.91552 -2.06142  -0.021
F 5.08959 -1.49585 -0.49072  -0.002
C 4.03650 -2.23771 -0.13293  -0.032
C 2.77040 -1.71499 -0.28574  0.020
C 1.64036 -2.42445 0.11055  -0.172
C 1.81180 -3.79643 0.47899  0.115
C 3.12234 -4.23337 0.69235  -0.035
F 3.35030 -5.45756 1.20360  -0.001
C 4.24402 -3.47735 0.42672  0.068
C 0.68190 -4.75571 0.48386  0.044
C 0.85707 -6.14428 0.46244  0.011
C -0.23895 -6.96987 0.29282  -0.004
C -1.49841 -6.41060 0.16481  0.013
C -1.58810 -5.03165 0.21482  0.020
N -0.53896 -4.23322 0.35939  0.033
H 2.68274 -0.71501 -0.68410  0.052
H 5.23304 -3.85799 0.63690  0.004
H 1.83410 -6.58508 0.56095  0.001
H -0.10494 -8.04275 0.25553  0.000
H -2.38125 -7.01814 0.02568  0.000
H -2.55874 -4.55642 0.11050  0.001